[1]
Below is a molecular structure, C23H15BrN6O2RbS2 in a non-equilibrium geometry, with properties calculated with ωB97M-V/def2-TZVPD.

E_tot	-129501.089	eV
largest force on an atom	5.1	eV/A
charge	-1
energy above the lowest of the compared OMol25 structures with the same formula, charge and spin	86.1	kJ/mol
highest occupied orbital energy	-4.896	eV
multiplicity	1

Each line ends with the Löwdin charge.
Positions of all 50 atoms, in Å:
Rb (-0.624, 3.444, 0.475)  0.781
S (0.141, 1.022, 3.097)  0.464
C (1.625, 1.283, 2.427)  -1.245
N (1.965, 2.256, 1.633)  -0.082
C (3.327, 2.193, 1.189)  -0.299
C (3.961, 3.121, 0.364)  -0.040
C (5.339, 2.998, 0.124)  -0.081
C (6.082, 1.895, 0.673)  -0.081
C (5.405, 0.973, 1.526)  -0.113
C (4.076, 1.162, 1.793)  -0.517
S (3.006, 0.161, 2.734)  0.956
H (3.357, 3.862, -0.101)  0.091
H (5.860, 3.747, -0.453)  0.084
H (7.067, 1.741, 0.495)  0.046
H (6.034, 0.097, 1.849)  0.117
C (-1.923, 2.277, -3.347)  -0.045
O (-1.495, 1.534, -2.205)  -0.095
C (-2.025, 0.322, -1.988)  -0.207
C (-2.998, -0.233, -2.796)  -0.038
C (-3.659, -1.472, -2.455)  -0.655
Br (-4.935, -2.212, -3.708)  0.679
C (-3.214, -2.179, -1.411)  -0.107
C (-2.075, -1.695, -0.708)  -0.057
C (-1.539, -0.464, -0.899)  -0.232
O (-0.670, 0.151, -0.159)  0.073
C (-1.464, -2.493, 0.394)  -0.246
N (-0.436, -2.083, 1.074)  0.167
C (-0.098, -3.107, 1.900)  -0.212
C (0.959, -3.195, 2.820)  0.015
C (1.125, -4.379, 3.591)  -0.092
C (0.233, -5.393, 3.384)  -0.132
C (-0.802, -5.391, 2.398)  -0.032
C (-0.942, -4.239, 1.673)  -0.161
N (-1.864, -3.756, 0.693)  0.167
H (-1.636, 1.762, -4.240)  0.097
H (-1.429, 3.208, -3.216)  0.067
H (-3.013, 2.629, -3.168)  0.137
H (-3.307, 0.210, -3.763)  0.105
H (-3.673, -3.178, -1.322)  0.103
H (-0.508, -0.191, 0.713)  0.031
H (1.626, -2.333, 2.836)  0.062
H (1.980, -4.609, 4.246)  0.107
H (0.113, -6.172, 4.100)  0.082
H (-1.321, -6.357, 2.256)  0.109
H (-2.749, -4.164, 0.482)  0.139
N (-2.647, 5.673, -5.264)  0.036
C (-3.099, 5.700, -4.157)  -0.437
N (-3.578, 5.612, -2.939)  0.023
C (-2.992, 5.278, -1.850)  -0.466
N (-2.565, 4.987, -0.792)  -0.068


[2]
Below is a molecular structure, C38H32Cl2N7O7PScTe in a non-equilibrium geometry, with properties calculated with ωB97M-V/def2-TZVPD.

E_tot	-127026.885	eV
largest force on an atom	1.6	eV/A
charge	-1
energy above the lowest of the compared OMol25 structures with the same formula, charge and spin	0.0	kJ/mol
highest occupied orbital energy	-4.903	eV
multiplicity	1

Each line ends with the Löwdin charge.
Positions of all 89 atoms, in Å:
Sc (0.196, -0.174, -1.236)  0.974
Cl (-0.398, -5.230, -5.703)  0.628
C (-0.140, -3.622, -5.098)  -0.696
C (-0.841, -3.210, -3.976)  -0.044
C (-0.631, -1.944, -3.440)  -0.210
N (-1.215, -1.492, -2.251)  0.023
C (-2.457, -1.866, -1.918)  -0.470
O (-3.271, -2.526, -2.562)  0.033
C (-2.848, -1.369, -0.546)  -0.180
C (-4.189, -1.179, -0.239)  0.003
C (-4.533, -0.783, 1.040)  -0.058
C (-3.522, -0.626, 1.977)  -0.054
C (-2.214, -0.846, 1.580)  -0.127
N (-1.867, -1.189, 0.341)  0.112
C (0.284, -1.061, -4.063)  -0.203
C (0.937, -1.475, -5.220)  -0.047
C (0.749, -2.754, -5.715)  -0.685
Cl (1.666, -3.262, -7.100)  0.633
N (0.528, 0.125, -3.368)  0.030
C (1.223, 1.138, -3.888)  -0.470
O (1.570, 1.341, -5.051)  0.029
C (1.603, 2.160, -2.837)  -0.162
C (1.928, 3.448, -3.242)  0.006
C (2.315, 4.374, -2.294)  -0.052
C (2.394, 3.965, -0.970)  -0.044
C (2.067, 2.660, -0.658)  -0.142
N (1.662, 1.764, -1.560)  0.077
H (-1.539, -3.880, -3.500)  0.107
H (-4.927, -1.347, -1.011)  0.116
H (-5.567, -0.612, 1.312)  0.102
H (-3.736, -0.338, 2.998)  0.084
H (-1.403, -0.746, 2.294)  0.111
H (1.622, -0.802, -5.709)  0.088
H (1.873, 3.679, -4.296)  0.117
H (2.563, 5.389, -2.574)  0.105
H (2.720, 4.634, -0.186)  0.106
H (2.158, 2.319, 0.363)  0.100
C (-6.195, 0.741, 5.893)  -0.088
O (-5.675, 1.962, 6.378)  -0.086
C (-4.352, 2.208, 6.153)  -0.286
C (-3.452, 1.257, 5.683)  -0.023
C (-2.133, 1.608, 5.459)  -0.021
C (-1.677, 2.903, 5.711)  -0.297
C (-2.576, 3.829, 6.240)  -0.029
C (-3.901, 3.492, 6.437)  -0.008
N (-0.301, 3.238, 5.651)  0.064
N (0.453, 2.897, 4.719)  0.064
C (0.004, 2.453, 3.467)  -0.255
C (-1.064, 3.015, 2.785)  -0.019
C (-1.375, 2.658, 1.480)  0.008
C (-0.651, 1.682, 0.792)  -0.376
O (-0.885, 1.343, -0.434)  -0.131
C (0.393, 1.013, 1.530)  -0.201
N (0.937, -0.089, 0.938)  0.052
C (1.890, -0.728, 1.574)  -0.197
C (2.381, -0.327, 2.834)  -0.051
C (1.815, 0.741, 3.460)  0.008
C (0.761, 1.437, 2.821)  -0.107
H (-7.273, 0.799, 6.021)  0.091
H (-5.812, -0.116, 6.455)  0.093
H (-5.960, 0.605, 4.833)  0.090
H (-3.758, 0.237, 5.493)  0.097
H (-1.439, 0.859, 5.103)  0.117
H (-2.224, 4.828, 6.466)  0.111
H (-4.609, 4.215, 6.822)  0.117
H (-1.642, 3.789, 3.275)  0.115
H (-2.195, 3.142, 0.964)  0.118
H (2.207, -1.665, 1.147)  0.081
H (3.197, -0.879, 3.277)  0.108
H (2.131, 1.062, 4.444)  0.112
C (3.359, -5.371, -2.310)  -0.069
C (2.584, -4.101, -2.028)  -0.278
O (3.487, -3.143, -1.435)  -0.293
P (3.031, -1.592, -1.560)  0.151
O (1.534, -1.592, -1.270)  -0.394
Te (4.546, -0.249, -0.385)  0.506
O (3.140, -1.344, -3.151)  -0.298
C (4.431, -1.396, -3.785)  -0.294
C (4.423, -0.552, -5.044)  -0.058
H (2.686, -6.139, -2.691)  0.077
H (3.835, -5.725, -1.395)  0.075
H (4.133, -5.177, -3.053)  0.073
H (1.760, -4.286, -1.336)  0.120
H (2.154, -3.696, -2.949)  0.108
H (4.662, -2.440, -4.021)  0.117
H (5.191, -1.036, -3.089)  0.037
H (3.877, -1.052, -5.844)  0.061
H (5.450, -0.381, -5.370)  0.076
H (3.942, 0.405, -4.848)  0.070


[3]
Below is a single C6H10O2 molecule in a non-equilibrium geometry, with properties calculated with ωB97M-V/def2-TZVPD.

E_tot	-10469.474	eV
largest force on an atom	5.7	eV/A
energy above the lowest of the compared OMol25 structures with the same formula, charge and spin	935.5	kJ/mol
highest occupied orbital energy	-7.967	eV
multiplicity	1

Each line ends with the Löwdin charge.
Positions of all 18 atoms, in Å:
C (-1.902, -1.170, -0.040)  -0.067
C (-0.763, -0.160, -0.220)  -0.427
C (-1.340, 1.333, -0.039)  -0.043
C (0.557, -0.641, -0.873)  -0.250
C (2.569, 0.177, -0.001)  -0.020
C (0.458, -0.036, 0.593)  -0.248
H (-2.127, -0.833, 1.218)  0.159
H (-1.329, -2.292, -0.196)  0.135
H (-2.977, -1.101, -0.636)  0.118
H (-1.744, 1.625, -0.981)  0.058
H (-0.603, 2.277, 0.291)  0.134
H (-1.862, 1.319, 0.940)  0.080
H (0.568, -1.728, -0.866)  0.138
H (2.847, 1.321, 0.265)  0.157
H (3.630, -0.430, -0.099)  0.157
H (0.674, 1.070, 0.785)  0.116
O (1.656, -0.002, -1.196)  -0.084
O (1.689, -0.726, 1.056)  -0.114


[4]
Below is 5 unconnected molecules or ions with the total composition C2H12O5 in a non-equilibrium geometry, with properties calculated with ωB97M-V/def2-TZVPD.

E_tot	-12505.008	eV
largest force on an atom	1.4	eV/A
energy above the lowest of the compared OMol25 structures with the same formula, charge and spin	113.3	kJ/mol
highest occupied orbital energy	-9.736	eV
multiplicity	1

Each line ends with the Löwdin charge.
Positions of all 19 atoms, in Å:
C (1.074, -1.048, -1.766)  0.017
C (2.104, -0.355, -1.310)  -0.272
O (2.110, 0.090, -0.006)  -0.041
H (1.178, -1.522, -2.738)  0.055
H (0.261, -1.418, -1.161)  0.063
H (2.977, -0.078, -1.887)  0.106
H (2.402, 1.007, 0.047)  0.097
H (1.087, -0.679, 3.445)  0.052
H (0.947, -1.588, 2.214)  0.047
O (0.560, -0.822, 2.650)  -0.046
H (-4.780, -1.550, 1.822)  0.031
H (-3.561, -1.989, 1.019)  0.038
O (-4.268, -2.332, 1.592)  -0.070
H (-0.565, 2.186, 1.055)  0.025
H (-0.061, 0.776, 1.522)  -0.016
O (-0.804, 1.261, 1.132)  -0.073
H (-0.282, 1.973, -2.213)  0.018
H (0.212, 3.279, -2.836)  0.030
O (-0.591, 2.811, -2.582)  -0.062


[5]
Below is 2 unconnected molecules or ions with the total composition C5H12NO2S in a non-equilibrium geometry, with properties calculated with ωB97M-V/def2-TZVPD.

E_tot	-21799.113	eV
largest force on an atom	7.7	eV/A
charge	-1
energy above the lowest of the compared OMol25 structures with the same formula, charge and spin	221.9	kJ/mol
highest occupied orbital energy	-2.812	eV
multiplicity	1

Each line ends with the Löwdin charge.
Positions of all 21 atoms, in Å:
C (1.085, 0.614, -0.002)  -0.285
C (2.590, 1.104, -0.129)  -0.667
S (3.076, 1.464, 1.634)  0.157
C (0.294, 0.444, -1.138)  -0.478
N (-1.102, 0.609, -1.211)  0.041
C (-2.054, -0.062, -0.223)  -0.245
C (-2.629, -1.379, -0.796)  -0.133
O (0.908, 0.566, -2.276)  -0.042
H (0.679, 1.484, 0.650)  0.127
H (1.157, -0.388, 0.514)  0.110
H (2.498, 2.006, -0.576)  -0.018
H (3.282, 0.523, -0.772)  0.060
H (-1.373, 0.446, -2.189)  0.112
H (-1.333, -0.219, 0.743)  0.150
H (-2.891, 0.378, 0.254)  0.065
H (-3.721, -1.658, -0.539)  0.079
H (-2.680, -1.277, -1.929)  0.065
H (-1.817, -2.199, -0.544)  0.100
H (1.368, -1.510, 2.572)  -0.034
H (1.652, -0.150, 2.975)  -0.115
O (1.010, -0.795, 2.981)  -0.049


[6]
Below is a molecular structure, C45H48IrN4O2PSi, with properties calculated with ωB97M-V/def2-TZVPD.

E_tot	-77502.081	eV
largest force on an atom	0.6	eV/A
energy above the lowest of the compared OMol25 structures with the same formula, charge and spin	0.0	kJ/mol
highest occupied orbital energy (spin up / spin down)	-5.778 / -7.317	eV
multiplicity	5

Each line ends with the Löwdin spin population.
Positions of all 102 atoms, in Å:
Ir (0.002, -0.365, -0.070)  2.201
C (0.323, 4.648, -2.247)  0.000
C (0.159, 5.814, -1.311)  0.000
C (0.600, 7.080, -1.692)  0.000
C (0.410, 8.199, -0.896)  0.000
C (-0.240, 8.068, 0.323)  0.000
C (-0.658, 6.816, 0.739)  0.000
C (-0.459, 5.696, -0.065)  0.001
N (-0.934, 4.448, 0.406)  0.003
C (-0.225, 3.265, 0.415)  0.010
N (1.124, 3.496, 0.447)  0.005
C (2.200, 2.607, 0.484)  0.018
C (1.786, 0.352, 0.726)  0.137
C (2.897, -0.056, 1.362)  0.080
C (4.193, 0.594, 1.311)  0.003
C (4.411, 1.914, 1.150)  0.031
C (3.384, 2.933, 1.030)  0.005
C (3.646, 4.307, 1.593)  0.001
N (-0.777, 2.102, 0.512)  0.086
C (-2.174, 2.112, 0.784)  0.007
C (-3.119, 2.493, -0.165)  0.002
C (-4.468, 2.548, 0.159)  0.000
C (-4.880, 2.214, 1.441)  0.002
C (-3.939, 1.811, 2.377)  0.000
C (-2.584, 1.745, 2.070)  0.003
C (-1.578, 1.311, 3.099)  0.009
H (0.270, 4.992, -3.279)  0.000
H (-0.450, 3.893, -2.103)  0.000
H (1.284, 4.146, -2.112)  0.000
H (1.082, 7.186, -2.657)  0.000
H (0.757, 9.167, -1.231)  0.000
H (-0.409, 8.930, 0.954)  0.000
H (-1.141, 6.686, 1.700)  0.000
H (-1.900, 4.385, 0.687)  0.000
H (1.366, 4.456, 0.638)  0.000
H (2.807, -0.941, 1.980)  0.004
H (5.053, -0.031, 1.528)  0.001
H (5.432, 2.267, 1.254)  0.002
H (4.720, 4.468, 1.689)  0.000
H (3.212, 4.441, 2.587)  0.000
H (3.266, 5.106, 0.951)  0.000
H (-2.784, 2.759, -1.160)  0.000
H (-5.188, 2.849, -0.590)  0.000
H (-5.928, 2.253, 1.707)  0.000
H (-4.258, 1.532, 3.375)  0.000
H (-2.081, 0.901, 3.974)  0.000
H (-0.952, 2.147, 3.421)  0.000
H (-0.899, 0.558, 2.693)  0.010
O (0.369, 0.180, -3.154)  0.101
C (0.731, -0.384, -2.154)  0.197
O (2.037, 1.450, -0.198)  0.073
C (1.974, -1.289, -2.109)  0.043
P (1.461, -2.501, -0.838)  0.144
C (2.975, -3.422, -0.378)  0.041
C (3.271, -3.605, 0.968)  0.004
C (4.413, -4.297, 1.355)  0.000
C (5.265, -4.812, 0.393)  -0.001
C (4.971, -4.647, -0.957)  0.003
C (3.831, -3.961, -1.339)  0.009
C (0.582, -3.759, -1.831)  0.018
C (0.321, -5.000, -1.248)  0.009
C (-0.352, -5.985, -1.952)  -0.001
C (-0.770, -5.747, -3.255)  0.008
C (-0.525, -4.513, -3.839)  0.000
C (0.135, -3.518, -3.128)  0.009
H (2.777, -0.693, -1.663)  0.001
H (2.292, -1.675, -3.081)  0.004
H (2.590, -3.220, 1.717)  0.002
H (4.631, -4.435, 2.406)  0.000
H (6.155, -5.351, 0.690)  0.000
H (5.632, -5.057, -1.710)  0.000
H (3.598, -3.848, -2.391)  0.001
H (0.649, -5.197, -0.233)  0.001
H (-0.546, -6.941, -1.483)  0.000
H (-1.287, -6.518, -3.811)  0.001
H (-0.853, -4.317, -4.852)  0.000
H (0.309, -2.562, -3.607)  0.001
C (-2.597, -0.343, -2.145)  0.020
Si (-2.921, -1.557, -0.777)  0.050
C (-3.429, -3.142, -1.633)  0.008
C (-4.318, -1.037, 0.336)  0.010
N (-1.457, -1.692, 0.244)  0.400
C (-1.322, -2.647, 1.258)  0.030
C (-2.086, -3.823, 1.294)  0.047
C (-1.894, -4.772, 2.286)  -0.004
C (-0.942, -4.577, 3.276)  0.053
C (-0.192, -3.407, 3.268)  -0.002
C (-0.377, -2.458, 2.278)  0.066
H (-3.557, 0.061, -2.479)  0.002
H (-2.122, -0.848, -2.987)  0.000
H (-1.954, 0.498, -1.892)  0.008
H (-3.952, -2.864, -2.553)  0.001
H (-4.112, -3.748, -1.038)  0.000
H (-2.575, -3.759, -1.912)  0.000
H (-5.091, -0.513, -0.230)  0.001
H (-3.969, -0.366, 1.122)  0.000
H (-4.776, -1.909, 0.808)  0.000
H (-2.816, -4.015, 0.526)  0.002
H (-2.492, -5.674, 2.277)  -0.001
H (-0.792, -5.320, 4.048)  0.003
H (0.544, -3.229, 4.042)  -0.001
H (0.202, -1.542, 2.278)  0.019